w) This record from the Open Molecules 2025 dataset describes 5 unconnected molecules or ions with the total composition H15N5. The level of theory is wB97M-V/def2-TZVPD.

Each line ends with the natural charge from an NBO analysis.
Atoms and positions in Å:
N (0.00, -4.96, 1.07)  -1.0791
H (0.19, -4.12, 0.53)  0.3584
H (-0.74, -4.79, 1.73)  0.3606
H (-0.27, -5.73, 0.47)  0.3602
N (-1.11, 0.21, -1.21)  -1.0605
H (-0.53, 1.03, -1.15)  0.3531
H (-0.77, -0.44, -0.51)  0.3526
H (-2.02, 0.55, -0.91)  0.3551
N (1.00, 4.74, 3.51)  -1.0834
H (1.76, 5.05, 4.10)  0.3637
H (0.34, 5.47, 3.31)  0.3625
H (1.38, 4.38, 2.65)  0.3575
N (2.06, -0.25, -6.83)  -1.0917
H (2.87, 0.31, -6.65)  0.3672
H (2.17, -1.25, -6.93)  0.3645
H (1.34, -0.11, -6.14)  0.3598
N (-2.00, -0.25, 3.36)  -1.0778
H (-2.76, 0.38, 3.51)  0.3657
H (-1.73, -0.47, 2.40)  0.3570
H (-1.17, 0.24, 3.67)  0.3546

## Properties
**Net charge**: 0
**Kohn-Sham gap**: 10.239 eV
**SMILES**: N.N.N.N.N
**M**: 85.2 g mol⁻¹
**Spin multiplicity**: 1



x) This record from the Open Molecules 2025 dataset describes 5 unconnected molecules or ions with the total composition H15N5. The level of theory is wB97M-V/def2-TZVPD.

Each line ends with the natural charge from an NBO analysis.
Atoms and positions in Å:
N (-2.33, -1.68, 0.43)  -1.1064
H (-2.11, -1.75, -0.54)  0.3675
H (-1.85, -2.29, 1.09)  0.3642
H (-2.23, -0.70, 0.62)  0.3740
N (0.81, -2.85, -1.92)  -1.0823
H (0.73, -3.06, -0.95)  0.3590
H (1.73, -2.51, -2.12)  0.3589
H (0.59, -3.67, -2.48)  0.3639
N (-2.03, 4.78, 1.35)  -1.0741
H (-1.55, 4.38, 2.15)  0.3642
H (-2.27, 4.00, 0.76)  0.3429
H (-2.88, 5.28, 1.57)  0.3675
N (4.03, -1.91, 0.09)  -1.1025
H (3.38, -2.62, -0.17)  0.3608
H (4.46, -1.55, -0.73)  0.3664
H (3.73, -1.27, 0.81)  0.3757
N (-0.68, 1.70, 0.13)  -1.0922
H (-0.49, 1.52, -0.86)  0.3626
H (0.20, 1.68, 0.63)  0.3732
H (-1.25, 2.51, 0.12)  0.3567

## Properties
**Net charge**: 0
**Kohn-Sham gap**: 9.914 eV
**SMILES**: N.N.N.N.N
**M**: 85.2 g mol⁻¹
**Spin multiplicity**: 1



Pick w): it beats the second-best structure by 0.0037 hartree.



w) This record from the Open Molecules 2025 dataset describes a gas-phase ion, C4H5O3 (charge -1). The level of theory is wB97M-V/def2-TZVPD.

Each line ends with the natural charge from an NBO analysis.
Atoms and positions in Å:
O (1.02, -2.14, 1.05)  -0.7073
C (-0.17, -1.76, 1.25)  0.6406
O (-0.96, -2.17, 2.14)  -0.6628
C (-0.65, -0.67, 0.26)  0.1693
C (0.31, 0.38, -0.11)  -0.5694
C (0.16, 1.27, -1.26)  -0.0785
O (-0.76, 2.27, -0.85)  -0.8053
H (-1.58, -0.20, 0.61)  0.1904
H (1.14, -0.40, -0.17)  0.2450
H (0.69, 1.03, 0.80)  0.2950
H (-0.29, 0.66, -2.15)  0.1068
H (1.08, 1.74, -1.58)  0.1762

## Properties
**Net charge**: -1
**Kohn-Sham gap**: 4.932 eV
**M**: 101.1 g mol⁻¹
**Spin multiplicity**: 1



x) This record from the Open Molecules 2025 dataset describes a gas-phase ion, C4H5O3 (charge -1). The level of theory is wB97M-V/def2-TZVPD.

Each line ends with the natural charge from an NBO analysis.
Atoms and positions in Å:
O (2.32, -1.15, 0.55)  -0.7813
C (1.08, -1.17, 0.40)  0.7473
O (0.48, -2.04, -0.24)  -0.7833
C (0.28, 0.11, 0.80)  -0.5158
C (-0.74, 0.34, -0.35)  -0.5395
C (-1.07, 1.75, -0.52)  0.4172
O (-2.28, 2.02, -0.69)  -0.5892
H (1.00, 1.08, 1.16)  0.1862
H (-0.07, -0.11, 1.81)  0.2077
H (-0.28, -0.15, -1.23)  0.2760
H (-1.68, -0.25, -0.18)  0.2434
H (-0.46, 2.62, -0.50)  0.1315

## Properties
**Net charge**: -1
**Kohn-Sham gap**: 7.852 eV
**SMILES**: O=CCCC(=O)[O-]
**M**: 101.1 g mol⁻¹
**Spin multiplicity**: 1



Pick x): it beats the second-best structure by 0.1643 hartree.



w) This record from the Open Molecules 2025 dataset describes a molecular structure, C35H30BBr3KN5O10. The level of theory is wB97M-V/def2-TZVPD.

Each line ends with the Löwdin charge.
Atoms and positions in Å:
K (1.67, -1.09, 0.80)  0.7602
O (-0.25, 1.68, 3.99)  0.0444
C (0.23, 0.56, 3.32)  -0.5169
O (0.52, 0.70, 2.12)  -0.1222
C (0.35, -0.60, 4.14)  -0.2169
C (-0.09, -0.58, 5.55)  -0.0043
C (0.04, -1.74, 6.25)  -0.1216
C (0.50, -2.90, 5.60)  -0.0827
C (0.86, -2.83, 4.28)  -0.2583
N (0.85, -1.72, 3.54)  0.1191
C (1.36, -4.02, 3.54)  -0.4497
O (2.08, -4.89, 4.31)  0.0931
O (1.23, -4.23, 2.36)  0.1026
H (-0.30, 2.43, 3.37)  0.1139
H (-0.41, 0.39, 6.01)  0.1221
H (-0.31, -1.82, 7.25)  0.0836
H (0.45, -3.83, 6.17)  0.1019
H (2.18, -4.44, 5.14)  0.0671
O (-1.89, 6.24, 2.76)  -0.0377
C (-2.79, 5.40, 2.71)  -0.6775
O (-3.63, 4.99, 3.57)  -0.0630
C (-2.92, 4.76, 1.29)  -0.0763
C (-3.96, 3.98, 0.86)  0.0182
C (-3.83, 3.21, -0.28)  -0.0035
N (-2.72, 3.33, -1.01)  0.1662
C (-1.75, 4.17, -0.65)  -0.0797
C (-1.82, 4.95, 0.45)  0.0903
C (-0.59, 4.04, -1.63)  -0.4130
O (0.44, 4.70, -1.59)  0.1077
O (-0.91, 3.17, -2.55)  0.1984
H (-4.84, 3.97, 1.49)  0.1165
H (-4.59, 2.52, -0.65)  0.1310
H (-0.99, 5.57, 0.70)  0.1277
Br (9.01, 0.49, 1.69)  0.6581
C (7.15, 0.50, 1.25)  -0.7218
C (6.20, 0.98, 2.16)  -0.1555
C (4.89, 0.76, 1.78)  -0.1661
N (4.43, 0.19, 0.64)  0.0535
C (5.37, -0.24, -0.27)  -0.2380
C (6.76, -0.05, 0.09)  -0.1122
C (4.97, -0.84, -1.49)  -0.2418
C (5.90, -1.30, -2.49)  -0.0971
C (5.38, -1.66, -3.71)  -0.6664
Br (6.60, -2.18, -5.13)  0.6022
C (3.97, -1.74, -3.96)  -0.1525
C (3.17, -1.44, -2.87)  -0.2068
N (3.62, -1.02, -1.72)  0.0537
H (6.49, 1.42, 3.11)  0.0849
H (4.12, 1.01, 2.49)  0.0972
H (7.53, -0.54, -0.55)  0.0895
H (6.98, -1.24, -2.36)  0.0856
H (3.49, -1.91, -4.92)  0.0744
H (2.10, -1.47, -2.99)  0.0887
C (-1.63, 1.02, -4.76)  -0.0206
C (-2.86, 0.94, -3.90)  -0.5070
C (-4.03, 0.47, -4.79)  0.0032
O (-3.15, 2.24, -3.32)  0.0823
B (-2.15, 2.37, -2.26)  -0.8050
O (-1.79, 1.03, -1.87)  0.1193
C (-2.59, 0.12, -2.65)  -0.5103
C (-1.87, -1.18, -2.97)  0.0011
C (-3.85, -0.22, -1.90)  -0.0029
H (-1.81, 1.77, -5.51)  0.0831
H (-1.41, 0.07, -5.31)  0.1014
H (-0.68, 1.28, -4.22)  0.1113
H (-4.01, 1.05, -5.70)  0.0816
H (-4.93, 0.71, -4.28)  0.0651
H (-3.94, -0.62, -4.94)  0.0909
H (-0.81, -1.03, -3.25)  0.0922
H (-2.40, -1.68, -3.80)  0.0918
H (-1.88, -1.81, -2.06)  0.0582
H (-4.46, 0.71, -1.87)  0.0869
H (-3.55, -0.43, -0.86)  0.0941
H (-4.41, -1.03, -2.38)  0.0937
Br (-2.74, -5.45, -0.84)  0.7152
C (-2.35, -3.86, 0.11)  -0.6756
C (-3.10, -3.46, 1.21)  -0.1099
C (-2.77, -2.26, 1.77)  -0.0558
C (-1.73, -1.49, 1.28)  -0.1208
N (-0.94, -1.97, 0.32)  0.0368
C (-1.21, -3.15, -0.21)  -0.2215
H (-3.98, -4.03, 1.52)  0.1100
H (-3.33, -1.87, 2.61)  0.1108
H (-1.46, -0.50, 1.70)  0.1199
H (-0.50, -3.55, -0.90)  0.1104

## Properties
**Net charge**: -2
**Kohn-Sham gap (spin up / spin down)**: 4.695 / 4.007 eV
**M**: 970.3 g mol⁻¹
**Spin multiplicity**: 1



x) This record from the Open Molecules 2025 dataset describes a molecular structure, C35H30BBr3KN5O10. The level of theory is wB97M-V/def2-TZVPD.

Each line ends with the Löwdin charge.
Atoms and positions in Å:
K (-0.31, 0.05, -1.34)  0.8142
O (4.81, 2.58, 4.15)  0.0658
C (4.03, 1.91, 3.30)  -0.5075
O (2.95, 2.35, 2.96)  0.0769
C (4.65, 0.69, 2.80)  -0.2779
C (5.88, 0.40, 3.30)  -0.0637
C (6.54, -0.68, 2.54)  -0.0922
C (5.89, -1.31, 1.53)  -0.0504
C (4.50, -1.09, 1.29)  -0.2746
N (3.99, 0.08, 1.77)  0.1525
C (3.73, -1.87, 0.46)  -0.2929
O (4.19, -3.19, 0.14)  -0.0047
O (2.36, -1.67, 0.22)  0.1744
H (4.16, 3.33, 4.37)  0.1499
H (6.46, 1.01, 4.03)  0.1040
H (7.58, -0.95, 2.70)  0.0805
H (6.45, -2.02, 0.97)  0.0825
H (4.02, -3.27, -0.80)  0.0763
O (-8.36, 0.85, -1.49)  -0.0608
C (-8.26, 0.03, -2.42)  -0.7035
O (-9.17, -0.33, -3.19)  -0.0795
C (-6.86, -0.54, -2.67)  -0.1724
C (-6.71, -1.48, -3.65)  -0.0295
C (-5.46, -1.96, -4.03)  -0.1459
N (-4.35, -1.71, -3.32)  0.1016
C (-4.52, -0.77, -2.38)  -0.1739
C (-5.76, -0.18, -2.02)  0.0317
C (-3.27, -0.38, -1.58)  -0.6568
O (-2.45, -1.31, -1.59)  -0.1421
O (-3.16, 0.77, -1.04)  -0.1003
H (-7.69, -1.64, -4.12)  0.1078
H (-5.38, -2.79, -4.70)  0.0695
H (-5.83, 0.56, -1.24)  0.1194
Br (4.59, 5.78, 0.50)  0.7043
C (3.44, 4.28, 0.25)  -0.6653
C (3.99, 3.22, -0.46)  -0.1029
C (3.08, 2.18, -0.79)  -0.1006
N (1.83, 2.11, -0.41)  0.1293
C (1.35, 3.12, 0.21)  -0.2875
C (2.08, 4.22, 0.56)  -0.0544
C (-0.08, 3.15, 0.58)  -0.2364
C (-0.54, 3.41, 1.85)  -0.0919
C (-1.87, 3.64, 1.98)  -0.6585
Br (-2.55, 4.12, 3.72)  0.6889
C (-2.83, 3.44, 0.99)  -0.0624
C (-2.21, 3.09, -0.26)  -0.1119
N (-0.90, 2.92, -0.44)  0.1114
H (5.06, 3.12, -0.68)  0.1054
H (3.41, 1.23, -1.31)  0.1320
H (1.53, 5.08, 0.98)  0.1312
H (0.13, 3.51, 2.67)  0.1035
H (-3.89, 3.52, 1.10)  0.1017
H (-2.91, 2.87, -1.11)  0.1142
C (-1.44, -2.84, 1.86)  0.0083
C (-0.64, -1.57, 2.09)  -0.4319
C (-1.60, -0.37, 2.30)  0.0227
O (0.19, -1.32, 0.97)  0.0749
B (1.50, -1.64, 1.28)  -0.8522
O (1.70, -2.04, 2.53)  0.1983
C (0.43, -1.67, 3.28)  -0.3935
C (0.14, -2.74, 4.28)  -0.0224
C (0.74, -0.33, 3.90)  -0.0157
H (-1.81, -2.77, 0.83)  0.1020
H (-2.24, -2.96, 2.54)  0.0758
H (-0.77, -3.69, 1.90)  0.0865
H (-2.31, -0.30, 1.50)  0.0880
H (-1.09, 0.58, 2.33)  0.0669
H (-2.12, -0.47, 3.21)  0.0760
H (0.12, -3.73, 3.83)  0.0833
H (-0.80, -2.56, 4.83)  0.1045
H (0.94, -2.86, 5.01)  0.0887
H (0.95, 0.51, 3.21)  0.0934
H (1.72, -0.40, 4.46)  0.1160
H (-0.05, -0.05, 4.57)  0.0797
Br (-2.54, -3.40, -6.81)  0.7875
C (-1.10, -2.48, -6.12)  -0.7069
C (0.17, -2.73, -6.70)  -0.1229
C (1.16, -1.85, -6.36)  -0.0816
C (0.96, -0.90, -5.32)  -0.1445
N (-0.23, -0.68, -4.79)  0.0739
C (-1.25, -1.45, -5.22)  -0.1501
H (0.25, -3.45, -7.46)  0.0779
H (2.13, -1.86, -6.85)  0.1015
H (1.77, -0.25, -5.12)  0.0916
H (-2.23, -1.20, -4.82)  0.0957

## Properties
**Net charge**: -2
**Kohn-Sham gap**: 4.583 eV
**M**: 970.3 g mol⁻¹
**Spin multiplicity**: 1



Pick w): it beats the second-best structure by 0.0729 hartree.



w) This record from the Open Molecules 2025 dataset describes 6 unconnected molecules or ions with the total composition C2H17NO5. The level of theory is wB97M-V/def2-TZVPD.

Each line ends with the natural charge from an NBO analysis.
Atoms and positions in Å:
C (2.33, -1.45, 0.54)  -0.4344
N (1.00, -1.97, 0.08)  -0.6502
C (0.05, -1.93, 1.19)  -0.4248
H (2.68, -0.69, -0.17)  0.1790
H (2.25, -0.91, 1.48)  0.1958
H (3.08, -2.23, 0.61)  0.2024
H (1.19, -2.90, -0.24)  0.3579
H (0.46, -2.20, 2.16)  0.1841
H (-0.73, -2.67, 0.97)  0.1956
H (-0.50, -1.00, 1.16)  0.2010
H (0.72, 1.73, 0.84)  0.4853
H (1.52, 0.64, 0.01)  0.4824
O (0.90, 1.37, -0.03)  -0.9670
H (0.01, 1.45, -3.05)  0.4764
H (0.79, 2.16, -1.91)  0.4889
O (0.83, 1.91, -2.84)  -0.9703
H (-1.92, -1.08, -2.62)  0.4745
H (-0.62, -1.01, -1.86)  0.4903
O (-1.27, -0.44, -2.30)  -0.9649
H (-1.09, 1.58, 3.18)  0.4603
H (-1.91, 0.69, 2.22)  0.4971
O (-1.60, 0.77, 3.14)  -0.9682
H (-2.30, 1.85, -0.12)  0.4840
H (-1.45, 0.59, -0.22)  0.5034
O (-1.81, 1.22, 0.41)  -0.9786

## Properties
**Net charge**: 0
**Kohn-Sham gap**: 10.061 eV
**SMILES**: CNC.O.O.O.O.O
**M**: 135.2 g mol⁻¹
**Spin multiplicity**: 1



x) This record from the Open Molecules 2025 dataset describes 6 unconnected molecules or ions with the total composition C2H17NO5. The level of theory is wB97M-V/def2-TZVPD.

Each line ends with the natural charge from an NBO analysis.
Atoms and positions in Å:
C (2.64, -2.39, -0.67)  -0.4164
N (1.21, -2.17, -0.95)  -0.6468
C (0.81, -2.23, -2.42)  -0.4289
H (2.91, -2.20, 0.43)  0.1965
H (2.95, -3.39, -0.77)  0.1925
H (3.23, -1.70, -1.30)  0.1560
H (1.11, -1.10, -0.73)  0.3639
H (1.54, -2.51, -3.07)  0.1818
H (0.44, -1.26, -2.80)  0.1780
H (-0.08, -2.89, -2.64)  0.1951
H (-5.02, 1.32, 0.22)  0.4685
H (-3.52, 1.34, 0.77)  0.5033
O (-4.15, 1.03, 0.00)  -0.9755
H (0.76, 3.25, 5.57)  0.4605
H (0.81, 2.12, 6.53)  0.4661
O (0.82, 3.08, 6.46)  -0.9266
H (0.06, 0.78, -1.24)  0.4908
H (1.40, 0.61, -1.08)  0.4771
O (0.61, 0.69, -0.52)  -0.9403
H (-0.66, 0.71, 0.91)  0.5199
H (-1.22, 1.14, 2.48)  0.4854
O (-1.38, 1.19, 1.48)  -1.0114
H (-1.72, 2.28, -2.40)  0.4822
H (-2.08, 0.96, -1.80)  0.4912
O (-1.47, 1.32, -2.47)  -0.9628

## Properties
**Net charge**: 0
**Kohn-Sham gap**: 9.033 eV
**SMILES**: CNC.O.O.O.O.O
**M**: 135.2 g mol⁻¹
**Spin multiplicity**: 1



Pick w): it beats the second-best structure by 0.0501 hartree.